(1)
C38H38Br2N5O7RbS6 | wB97M-V/def2-TZVPD

As for the energy above the lowest of the compared OMol25 structures with the same formula, charge and spin: 2.214 eV. The calculation puts the gap between HOMO and LUMO at 0.215 Ha. As for the charge: -2. As for the total energy: -267560.102 eV.

XYZ file:
```
97
Properties=species:S:1:pos:R:3:forces:R:3
Rb -0.64540 -0.02560 0.56140 3.22 0.70 -0.38
Br -0.25070 -6.41690 5.02680 -0.04 -0.32 0.02
C 0.11040 -4.66310 4.41380 0.02 0.06 0.10
C 0.38110 -4.43520 3.07740 0.02 -0.04 0.01
C 0.64920 -3.14890 2.65340 -0.01 0.25 0.19
C 0.59220 -2.08770 3.55660 0.04 -0.93 0.67
C 0.33150 -2.35210 4.90390 0.04 0.23 -0.21
C 0.09650 -3.64080 5.34070 -0.10 -0.02 -0.01
N 0.83710 -0.79700 3.11860 0.20 1.03 -0.32
C 0.01420 0.11140 3.44690 -0.05 -0.80 0.61
C 0.15290 1.51000 3.06320 0.05 1.07 0.32
C -0.70570 2.44600 3.65140 0.33 -0.14 -0.11
C -0.61900 3.76680 3.26370 0.12 -0.01 0.02
C 0.31990 4.11680 2.30560 -0.10 0.04 0.06
C 1.12530 3.11880 1.77970 0.07 0.32 0.04
N 1.06150 1.85530 2.15490 -0.09 -0.17 0.22
H 0.37190 -5.25160 2.37270 0.00 -0.03 -0.10
H 0.84310 -2.94550 1.61010 0.06 -0.06 -0.13
H 0.31660 -1.53520 5.61220 0.02 0.09 0.03
H -0.12290 -3.84090 6.38110 0.04 -0.02 -0.01
H -0.90400 -0.11190 3.99290 0.02 -0.07 0.08
H -1.43080 2.11810 4.37430 -0.19 -0.06 0.03
H -1.28270 4.50890 3.68400 -0.05 0.03 0.03
H 0.41460 5.14190 1.97680 0.03 0.03 -0.11
H 1.86090 3.34480 1.01780 0.05 0.10 -0.14
C -0.02170 5.74040 -3.36170 0.03 -0.09 0.12
C -0.05900 4.24470 -3.26740 0.00 -0.16 -0.03
C -0.00210 3.43120 -4.39270 -0.03 0.03 0.28
C -0.07710 2.05970 -4.24570 -0.03 -0.27 0.20
C -0.21600 1.54640 -2.95840 0.04 0.18 -0.17
Br -0.38580 -0.32630 -2.69750 0.10 0.10 -0.37
N -0.24580 2.30170 -1.88430 -0.25 -0.67 0.14
C -0.16700 3.60560 -2.03420 0.01 0.38 -0.30
H -0.04330 6.06400 -4.40040 0.01 0.07 -0.04
H 0.88080 6.12940 -2.89140 0.06 0.12 -0.01
H -0.87740 6.16970 -2.84330 -0.05 0.12 0.00
H 0.09180 3.87010 -5.37710 0.01 0.03 -0.09
H -0.03890 1.39500 -5.09170 0.00 -0.09 -0.12
H -0.20270 4.17940 -1.11840 -0.02 0.17 0.14
O -2.68230 1.05210 2.43100 0.00 -0.40 -0.16
S -3.47780 1.11190 1.21250 -1.23 1.64 0.21
O -4.37600 2.26880 1.23180 0.05 -0.42 -0.04
O -2.69180 1.04990 -0.01240 -1.39 0.40 -0.28
C -4.59600 -0.31780 1.12340 0.30 0.64 -0.02
C -5.93010 0.00740 0.92780 -0.20 0.11 0.09
C -6.87380 -0.97240 0.67490 -0.02 -0.10 -0.06
C -6.47780 -2.29920 0.59760 -0.04 0.06 0.09
C -5.15350 -2.62540 0.82840 -0.13 -0.19 0.00
C -4.21010 -1.64520 1.09750 0.59 -0.52 0.01
S -2.51050 -2.27570 1.23560 -0.67 -1.61 0.49
O -2.66290 -3.69140 1.54010 -0.16 0.34 -0.20
O -1.83580 -1.55720 2.30410 -0.55 -0.07 0.08
O -1.95040 -2.00740 -0.07800 -0.50 -0.76 -0.45
H -6.19270 1.05430 0.97360 -0.06 -0.01 -0.05
H -7.91020 -0.70360 0.51700 -0.05 0.06 -0.01
H -7.19590 -3.07620 0.36600 -0.02 -0.03 0.02
H -4.80910 -3.64910 0.79540 -0.03 -0.03 0.01
S 5.61580 -6.87170 0.54540 0.51 -0.26 0.60
C 4.41870 -5.97510 -0.16270 0.01 0.15 -0.02
S 3.76560 -4.55040 0.59870 -0.62 -0.38 -1.28
C 2.60420 -4.36020 -0.85320 1.30 -0.51 1.24
N 2.82340 -5.30910 -1.69150 -0.81 0.23 -1.02
N 3.79910 -6.18940 -1.35180 0.44 0.55 1.17
C 4.01040 -7.20400 -2.28880 0.08 -0.53 -0.55
C 5.14950 -8.00360 -2.31510 0.14 0.09 0.16
C 5.28260 -8.98840 -3.27470 -0.07 -0.10 -0.18
C 4.30340 -9.19090 -4.23150 0.10 -0.12 -0.07
C 3.18450 -8.37240 -4.22930 0.07 -0.14 -0.05
C 3.03590 -7.38850 -3.27520 -0.12 0.04 0.08
S 1.50990 -3.14370 -0.94970 -1.10 0.84 -0.10
H 5.92530 -7.86060 -1.58470 -0.03 0.01 -0.01
H 6.17410 -9.59990 -3.26770 0.06 -0.06 -0.02
H 4.41640 -9.97290 -4.97060 -0.01 -0.02 -0.06
H 2.41550 -8.50370 -4.97750 -0.07 0.00 -0.04
H 2.17000 -6.74840 -3.27500 -0.03 0.03 0.02
C 6.26670 2.17430 2.04090 -0.22 -0.17 0.00
C 4.94100 1.48170 1.73120 0.17 0.16 -0.04
C 4.42240 1.86660 0.35990 -0.67 -0.57 0.30
S 2.86990 0.88990 -0.04680 2.07 -0.37 0.27
O 2.35160 1.56470 -1.24620 -0.72 0.70 -1.09
C 3.74410 -0.62820 -0.63950 -0.31 -0.01 0.27
C 3.78370 -0.75350 -2.15020 0.09 0.28 0.01
C 4.78810 0.18320 -2.80970 -0.18 -0.10 0.02
H 6.61940 1.90670 3.03400 0.09 0.02 0.12
H 6.15470 3.25610 1.99070 0.03 0.13 0.02
H 7.02510 1.87850 1.31820 0.12 0.00 -0.06
H 4.19090 1.74700 2.47820 -0.02 -0.10 0.06
H 5.07940 0.39980 1.77350 -0.03 -0.05 0.11
H 5.16220 1.69250 -0.41740 -0.02 -0.07 -0.18
H 4.12310 2.91370 0.33370 -0.13 0.06 -0.06
H 3.13670 -1.43800 -0.23700 0.10 -0.08 0.03
H 4.73250 -0.66590 -0.18880 0.19 0.03 0.09
H 2.78150 -0.55130 -2.53270 0.03 -0.09 -0.06
H 4.02350 -1.78940 -2.39940 -0.11 -0.04 0.09
H 4.49600 1.21620 -2.64060 0.04 0.15 -0.02
H 4.81430 0.00450 -3.88280 0.06 0.04 -0.14
H 5.79150 0.01940 -2.41320 0.11 0.03 0.02
```
Forces are in eV/Å.

(2)
C38H38MoN8O6S4 | wB97M-V/def2-TZVPD

As for the energy above the lowest of the compared OMol25 structures with the same formula, charge and spin: 0.000 eV. The calculation puts the gap between HOMO and LUMO (spin up / spin down) at 0.213 / 0.185 Ha. As for the charge: +2. As for the total energy: -109415.553 eV. The spin multiplicity is 3.

XYZ file:
```
95
Properties=species:S:1:pos:R:3:forces:R:3
Mo -1.08706 0.63215 0.14635 -0.08 -0.02 -0.13
N -1.74572 -1.68501 -3.51057 0.01 0.01 0.01
C -1.84835 -1.19133 -2.28058 0.01 -0.12 -0.03
S -2.06058 0.52867 -2.07470 -0.06 -0.04 0.05
N -1.84507 -2.01445 -1.26282 0.02 0.09 0.05
N -1.95850 -1.33787 -0.09249 0.09 -0.02 -0.04
C -2.37266 -2.00066 0.94186 -0.05 0.03 0.12
C -2.69483 -3.44062 0.91852 0.01 -0.01 -0.01
C -1.73007 -4.35647 0.49797 -0.01 -0.03 0.01
C -2.01287 -5.71140 0.52991 -0.01 0.00 0.00
C -3.26167 -6.15691 0.94474 0.00 -0.01 0.00
C -4.23320 -5.24582 1.33219 0.01 0.00 0.00
C -3.94807 -3.88910 1.33001 -0.02 0.01 -0.01
C -2.49209 -1.19393 2.16223 0.00 -0.05 -0.03
C -2.93928 -1.68767 3.37685 0.01 0.03 0.01
C -3.07945 -0.81430 4.44532 -0.01 -0.05 0.01
C -2.75912 0.52120 4.27334 0.01 0.04 0.00
C -2.27077 0.93406 3.04810 -0.01 -0.03 0.01
N -2.12964 0.09935 2.01463 -0.03 0.08 -0.08
H -1.58211 -1.06739 -4.28624 0.00 0.01 0.00
H -1.46915 -2.65228 -3.60643 -0.02 0.02 0.01
H -0.77800 -4.00775 0.11355 0.00 0.02 0.00
H -1.26409 -6.42559 0.21446 0.00 0.00 0.00
H -3.48119 -7.21607 0.95500 0.00 0.00 0.00
H -5.21328 -5.58953 1.63382 0.01 0.00 0.00
H -4.71255 -3.17847 1.62167 0.01 0.00 0.00
H -3.17850 -2.73604 3.47161 -0.01 0.00 0.01
H -3.43975 -1.17619 5.39918 0.00 0.00 -0.01
H -2.86758 1.23678 5.07563 0.00 -0.01 0.00
H -1.96246 1.95161 2.87549 -0.01 0.00 -0.01
O -2.15655 2.43672 0.16479 0.09 -0.07 0.15
S -3.23766 3.37298 -0.40333 -0.08 -0.03 -0.09
C -2.80180 4.95787 0.37706 0.00 0.06 0.01
C -1.31172 5.11573 0.67936 -0.01 0.01 -0.02
C -0.96997 4.64972 2.09843 0.01 -0.06 -0.04
C 0.49427 4.28440 2.33595 -0.03 -0.01 0.11
S 0.99006 2.96641 1.21425 -0.10 -0.02 -0.18
O -0.05759 1.86502 1.53825 0.13 -0.03 0.15
C 2.49182 2.35072 1.89842 -0.01 -0.01 0.10
C 2.48555 1.66644 3.11206 0.03 0.00 -0.01
C 3.66375 1.09451 3.55393 0.01 -0.01 0.00
C 4.82394 1.20583 2.78890 -0.01 -0.01 0.03
C 4.81558 1.89192 1.58527 0.01 0.04 -0.03
C 3.63809 2.46797 1.12426 0.00 0.02 0.00
C -2.81488 3.69928 -2.08416 0.13 0.01 -0.07
C -3.87963 3.98920 -2.92717 0.00 0.06 -0.01
C -3.61646 4.29538 -4.25460 -0.02 0.00 0.04
C -2.30958 4.28326 -4.71903 0.05 -0.01 -0.02
C -1.25657 3.95716 -3.87024 -0.04 0.01 -0.04
C -1.50027 3.66197 -2.54063 -0.04 -0.01 0.05
H -3.41033 5.01779 1.28100 0.00 0.00 0.00
H -3.17393 5.70357 -0.32612 -0.02 0.00 0.01
H -1.03497 6.16197 0.54496 -0.02 0.01 0.03
H -0.73663 4.56064 -0.06017 0.06 -0.01 -0.06
H -1.57102 3.77285 2.33364 -0.02 0.03 0.01
H -1.25006 5.42244 2.81684 0.04 -0.01 0.02
H 0.66050 3.93926 3.35705 0.00 0.03 0.01
H 1.18019 5.10896 2.12673 0.01 -0.01 -0.01
H 1.57119 1.56498 3.68333 -0.01 0.01 0.00
H 3.68595 0.55808 4.49320 0.00 0.01 -0.01
H 5.73917 0.74509 3.13634 0.00 0.00 -0.01
H 5.71606 1.96169 0.99056 -0.01 0.00 0.01
H 3.60495 2.97086 0.16534 0.01 0.00 0.03
H -4.89720 3.97497 -2.55555 0.00 0.00 -0.01
H -4.43231 4.52974 -4.92436 0.00 0.00 0.00
H -2.10829 4.51362 -5.75674 0.00 0.00 0.00
H -0.24397 3.92107 -4.24871 0.00 0.00 0.00
H -0.68763 3.34642 -1.89927 0.00 0.04 0.03
O 4.65037 -0.30506 -0.88153 0.12 -0.18 0.10
C 4.21507 -1.20045 -0.00450 0.03 0.03 -0.08
O 4.92786 -2.03398 0.48451 0.03 -0.01 0.03
C 2.77165 -1.14550 0.35908 0.04 -0.09 0.05
C 2.16819 -2.04314 1.21698 0.01 0.02 0.01
N 0.86531 -1.73571 1.27483 0.03 0.03 -0.04
N 0.58169 -0.68824 0.48825 0.04 -0.04 -0.04
C 1.72911 -0.33292 -0.07906 -0.04 0.06 0.02
C 1.64210 0.82641 -1.00321 -0.09 0.04 0.06
O 2.61666 1.25882 -1.58833 -0.09 0.03 -0.10
O 0.44728 1.33431 -1.05589 0.04 0.07 -0.06
H 3.92923 0.28350 -1.20776 -0.06 0.13 -0.07
H 2.59473 -2.86952 1.76172 -0.01 0.00 -0.01
H 0.13720 -2.22341 1.77008 -0.06 -0.03 0.03
C 4.36772 -2.41675 -3.54784 -0.01 -0.04 0.02
N 3.80442 -3.67798 -3.09124 0.03 0.05 -0.04
C 4.48153 -4.88880 -3.10166 -0.01 0.01 0.03
C 3.64314 -5.82307 -2.62024 0.02 0.01 0.00
N 2.46651 -5.16380 -2.31399 0.00 0.01 -0.04
C 2.55479 -3.84563 -2.60671 0.07 0.07 -0.01
S 1.33472 -2.68605 -2.40235 -0.06 -0.15 0.04
H 4.88362 -2.57963 -4.49131 0.01 0.01 0.00
H 5.06281 -2.02258 -2.80823 0.00 0.00 -0.01
H 3.55171 -1.71417 -3.69271 0.00 0.01 0.00
H 5.49628 -4.96745 -3.44810 -0.01 0.00 0.00
H 3.77653 -6.87815 -2.46800 -0.01 0.00 0.00
H 1.61538 -5.57649 -1.98127 -0.06 -0.04 0.03
```
Forces are in eV/Å.

Among the records above, which one has the lowest charge?
C38H38Br2N5O7RbS6

Among the records above, which one has the lowest charge?
C38H38Br2N5O7RbS6

Which value of charge does entry 2 give?
+2